i | 22
Properties=species:S:1:pos:R:3 method="wB97M-V/def2-TZVPD" total_charge=+2 smiles="C[N@@H+]1C=CN2C(=[NH2+])NC=N[C@H]21" lumo_energy_ev=-8.1 gap_ha=0.3637
C 0.286 -1.648 0.329
C 1.573 -1.286 0.329
C -1.452 1.865 0.336
C -1.875 -0.391 -0.123
C 0.351 0.583 -0.221
C 2.828 0.647 -0.429
N -0.226 1.738 0.298
N -2.277 0.853 -0.157
N -0.514 -0.584 -0.016
N -2.772 -1.353 -0.175
N 1.731 0.168 0.350
H -0.184 -2.512 0.709
H 2.233 -1.858 0.840
H -1.863 2.802 0.740
H 0.711 0.605 -1.314
H 2.755 0.217 -1.431
H 2.961 1.738 -0.530
H 3.829 0.435 -0.095
H -3.206 0.997 -0.378
H -3.658 -1.057 -0.472
H -2.885 -2.352 -0.018
H 1.654 0.393 1.428

ii | 22
Properties=species:S:1:pos:R:3 method="wB97M-V/def2-TZVPD" total_charge=+2 smiles="C[C@@]12[NH+]=CN[C@@H]1NC=NC2=[NH2+]" lumo_energy_ev=-8.2 gap_ha=0.3549
C 1.682 1.710 0.035
C -1.967 0.044 -1.182
C 1.399 -0.522 -0.441
C -0.661 1.048 0.409
C -0.287 -0.457 0.281
C -0.245 -1.253 1.564
N 2.122 0.547 -0.357
N 0.420 2.003 0.278
N -1.674 1.201 -0.642
N -1.228 -0.929 -0.710
N 1.814 -1.627 -0.959
H 2.428 2.492 0.136
H -2.730 -0.086 -1.936
H -1.133 1.236 1.389
H -1.196 -1.207 2.092
H 0.524 -0.866 2.228
H -0.022 -2.300 1.371
H 0.190 2.965 0.506
H -2.164 2.065 -0.833
H -1.349 -1.906 -0.947
H 1.316 -2.507 -0.941
H 2.759 -1.650 -1.340

Which structure is the least stable? The one labeled i.

i | 17
Properties=species:S:1:pos:R:3 method="wB97M-V/def2-TZVPD" total_charge=+1 lumo_energy_ev=-5.7 gap_ha=0.2837
C -0.512 -0.712 -1.959
C 0.778 -0.369 -2.025
C -1.424 -0.492 -0.841
C 0.364 -0.664 2.045
C -0.663 0.100 1.467
N -0.999 -0.033 0.273
N -1.003 1.582 2.044
N 1.545 0.403 -1.213
O 0.847 -1.546 1.424
H -1.026 -1.420 -2.718
H 1.332 -0.725 -2.847
H -2.516 -0.864 -0.901
H 0.732 -0.457 3.008
H -0.222 1.813 2.673
H -1.108 2.138 1.176
H 1.268 0.635 -0.232
H 2.608 0.611 -1.374

ii | 17
Properties=species:S:1:pos:R:3 method="wB97M-V/def2-TZVPD" total_charge=+1 lumo_energy_ev="-6.5 / -6.5" gap_ha="0.1964 / 0.1964"
C -2.391 -1.101 -0.666
C -0.838 0.163 -0.193
C 0.999 -1.325 -0.200
C 2.233 1.495 0.524
C 0.560 0.144 -0.417
N -3.179 -0.522 0.003
N -1.548 0.846 0.635
N -2.844 0.479 0.728
O 1.190 0.884 0.643
H -2.558 -1.978 -1.261
H 0.588 -1.873 0.705
H 0.782 -1.889 -1.053
H 2.124 -1.204 -0.281
H 2.569 1.868 1.490
H 2.665 1.710 -0.455
H -1.257 1.779 1.142
H 0.905 0.524 -1.345

iii | 17
Properties=species:S:1:pos:R:3 method="wB97M-V/def2-TZVPD" total_charge=+1 lumo_energy_ev=-3.3 gap_ha=0.3660
C -0.290 0.006 -1.387
C -1.058 0.352 -0.229
C 0.241 -1.460 0.092
C -1.945 1.490 0.101
C 2.670 -0.459 0.779
N 2.197 0.610 0.797
N -0.566 -0.552 0.711
N 0.341 -1.140 -1.150
O 1.414 1.454 1.089
H -0.553 0.317 -2.353
H -1.422 2.370 -0.091
H -2.937 1.504 -0.347
H -2.160 1.419 1.267
H 3.549 -1.026 0.434
H 0.557 -2.381 0.536
H -0.970 -0.766 1.582
H 0.932 -1.737 -1.832

Which structure is the least stable? The one labeled ii.

i | 8
Properties=species:S:1:pos:R:3 method="wB97M-V/def2-TZVPD" smiles="CC(Br)=C=O" lumo_energy_ev="-0.2 / -0.1" gap_ha="0.2997 / 0.2997"
C 1.693 0.476 -0.563
C 2.020 2.071 0.127
C 0.397 0.131 0.170
O 2.189 3.252 0.217
Br 2.994 -0.821 -0.377
H -0.440 0.523 -0.439
H 0.235 0.495 1.189
H 0.320 -0.958 0.054

ii | 8
Properties=species:S:1:pos:R:3 method="wB97M-V/def2-TZVPD" lumo_energy_ev=-0.3 gap_ha=0.3046
C 1.535 1.094 -0.031
C 0.493 0.196 -0.010
C -1.354 -0.461 -0.022
O 2.331 1.956 -0.044
Br 1.540 -1.476 0.062
H -1.899 0.385 -0.081
H -1.459 -0.662 1.024
H -1.186 -1.032 -0.899

iii | 8
Properties=species:S:1:pos:R:3 method="wB97M-V/def2-TZVPD" lumo_energy_ev=-0.2 gap_ha=0.3682
C 1.374 0.002 0.020
C 1.295 1.236 0.790
C 1.686 -1.214 -0.259
O 0.892 1.221 -0.502
Br -3.790 0.721 0.424
H 1.512 -1.608 -1.207
H -5.070 1.534 0.272
H 2.101 -1.890 0.461

Which structure is the least stable? The one labeled iii.

i | 7
Properties=species:S:1:pos:R:3 method="wB97M-V/def2-TZVPD" lumo_energy_ev="-1.8 / -1.5" gap_ha="0.2721 / 0.2958"
C 1.307 -0.315 0.055
N 0.072 -0.735 -0.022
N 2.358 0.183 -0.035
O -1.143 -0.024 0.056
O -3.326 0.952 -0.005
O 3.530 0.311 -0.003
S -2.798 -0.372 -0.046

ii | 7
Properties=species:S:1:pos:R:3 method="wB97M-V/def2-TZVPD" lumo_energy_ev="-3.5 / -3.4" gap_ha="0.2441 / 0.2458"
C -0.370 -0.082 -0.456
N 0.473 -0.419 -1.223
N -0.151 0.113 0.965
O 1.143 -0.625 -2.167
O -0.595 -0.716 1.664
O 0.634 0.962 1.255
S -2.113 1.532 -0.502

Which structure is the least stable? The one labeled ii.

i | 8
Properties=species:S:1:pos:R:3 method="wB97M-V/def2-TZVPD" lumo_energy_ev="-0.6 / -2.1" gap_ha="0.2916 / 0.2476"
C -1.724 0.878 -0.029
Si 1.086 -0.829 0.085
Cl -2.371 0.890 1.532
I 2.629 0.837 1.059
I 1.453 -1.007 -2.314
H -1.940 -0.076 -0.548
H -0.713 1.397 -0.247
H 1.581 -2.090 0.462

ii | 8
Properties=species:S:1:pos:R:3 method="wB97M-V/def2-TZVPD" lumo_energy_ev="-2.3 / -0.6" gap_ha="0.2320 / 0.2940"
C -1.828 0.295 0.450
Si 1.384 -0.305 -0.091
Cl -2.246 0.951 1.911
I 1.621 1.190 -2.069
I 1.874 -2.637 -0.893
H -1.714 -0.763 0.421
H -1.741 1.096 -0.345
H 2.649 0.174 0.617

Which structure is the least stable? The one labeled i.